The following is a DFT calculation (ωB97M-V with the def2-TZVPD basis set) of a single C2H2N2O2 molecule in a non-equilibrium geometry.

Last column: natural (NBO) charge in e.
Positions of all 8 atoms, in Å:
O  -2.30556  -0.17037  0.07237  -0.583
C  -1.05657  -0.08332  -0.13051  0.693
N  -0.16851  -1.21809  -0.12296  -0.496
C  1.00766  -0.82951  0.00080  0.371
O  1.11657  0.61804  -0.02616  -0.321
N  -0.17463  1.02174  0.01042  -0.343
H  2.02684  -1.39090  0.37734  0.241
H  -0.44580  2.05240  -0.18131  0.436

Atomic forces in eV per Å
O 4.6371 1.0081 -1.5093
C -2.3681 -0.3556 2.2639
N -1.0646 -0.6896 -0.1192
C 2.5563 1.8048 1.2220
O 1.4086 -1.7167 0.2357
N -3.4792 0.9942 -0.8346
H -2.8588 1.5827 -1.5753
H 1.1686 -2.6280 0.3169

Values from the calculation:
total energy = -9178.87647 eV
gap between HOMO and LUMO = 10.32 eV
structure (SMILES) = O=c1nco[nH]1
maximum force = 0.0968 Eh/bohr
lowest unoccupied orbital energy = 0.51 eV
ΔE to the lowest compared entry with this formula, charge and spin = 280.76 kJ/mol
HOMO level = -0.3605 Eh